[1]
The following is a DFT calculation (the ωB97M-V functional and the def2-TZVPD basis) of one molecule with the formula C3H4OS at a distorted geometry.

Last column: Löwdin spin population.
Element x y z (Å)
C (-0.60, -0.85, -0.57)  0.494
C (-0.39, 0.58, -0.56)  0.238
C (-0.15, -0.35, 0.66)  0.206
O (-1.08, -1.75, -1.19)  0.775
S (1.67, -0.41, 1.07)  0.176
H (0.60, 1.00, -0.88)  0.040
H (-1.25, 1.23, -0.77)  0.028
H (-0.77, -0.34, 1.58)  0.029
H (1.96, 0.89, 0.67)  0.013

## Properties
HOMO energy (spin up / spin down)	-6.328 / -9.504	eV
<S²>	2.010
HOMO-LUMO gap (spin up / spin down)	7.2 / 6.9	eV
LUMO (spin up / spin down)	0.84 / -2.63	eV
2S+1	3
F_max	4.03	eV/Å

=====

[2]
The following is a DFT calculation (the ωB97M-V functional and the def2-TZVPD basis) of one molecule with the formula C3H4OS2 at a distorted geometry.

Last column: natural (NBO) charge in e.
Element x y z (Å)
O (0.04, 1.23, -1.76)  -0.468
C (0.41, 1.21, -0.64)  0.465
C (0.26, -0.19, 0.26)  -0.532
S (0.50, -1.65, -0.78)  0.019
C (-1.17, -0.26, 0.69)  -0.283
S (-1.72, 0.16, 2.15)  0.099
H (0.77, 2.04, -0.09)  0.128
H (0.90, -0.22, 1.14)  0.240
H (1.79, -1.64, -0.73)  0.119
H (-1.77, -0.69, -0.23)  0.212

## Properties
HOMO energy	-9.067	eV
HOMO-LUMO gap	8.3	eV
LUMO	-0.73	eV
structure (SMILES)	O=C[C@H](S)C=S
F_max	3.67	eV/Å

=====

[3]
The following is a DFT calculation (the ωB97M-V functional and the def2-TZVPD basis) of C3H4OS2 as an isolated structure at a distorted geometry.

Last column: natural (NBO) charge in e.
Element x y z (Å)
C (1.47, -0.70, 0.12)  -0.745
C (-1.28, -0.19, -0.05)  -0.464
C (-0.98, 1.27, -0.17)  0.379
H (2.10, -0.54, -0.80)  0.231
H (1.40, 0.14, 0.75)  0.252
H (2.00, -1.50, 0.66)  0.222
H (-1.82, 1.88, -0.40)  0.145
O (0.11, 1.71, 0.01)  -0.489
S (-0.18, -1.48, -0.17)  0.399
S (-2.83, -0.60, 0.06)  0.069

## Properties
HOMO energy	-9.120	eV
HOMO-LUMO gap	7.9	eV
LUMO	-1.22	eV
F_max	2.64	eV/Å

=====

[4]
The following is a DFT calculation (the ωB97M-V functional and the def2-TZVPD basis) of one molecule with the formula C3H4OS2 at a distorted geometry.

Last column: natural (NBO) charge in e.
Element x y z (Å)
O (2.04, 1.22, -0.36)  -0.487
C (0.99, 0.66, -0.61)  0.413
C (0.35, -0.21, 0.40)  -0.498
S (-0.20, -1.85, -0.12)  -0.012
C (-1.21, 0.51, 0.77)  -0.273
S (-2.23, 0.61, -0.46)  0.113
H (0.33, 0.83, -1.39)  0.132
H (1.04, -0.22, 1.29)  0.257
H (-0.17, -2.70, 0.93)  0.150
H (-1.38, 0.88, 1.77)  0.206

## Properties
HOMO energy	-9.060	eV
HOMO-LUMO gap	8.2	eV
LUMO	-0.84	eV
structure (SMILES)	O=C[C@H](S)C=S
F_max	4.53	eV/Å

=====

[5]
The following is a DFT calculation (the ωB97M-V functional and the def2-TZVPD basis) of one molecule with the formula C3H4OS2 at a distorted geometry.

Last column: natural (NBO) charge in e.
Element x y z (Å)
O (0.60, -0.07, -2.57)  -0.491
C (0.05, 0.24, -1.55)  0.449
C (0.56, -0.15, -0.10)  -0.509
S (-0.22, -1.77, 0.27)  0.049
C (0.07, 0.61, 1.11)  -0.278
S (-1.17, 1.67, 1.09)  0.053
H (-0.93, 0.68, -1.45)  0.130
H (1.64, -0.21, -0.12)  0.254
H (-0.99, -1.34, 1.21)  0.125
H (0.40, 0.35, 2.10)  0.217

## Properties
HOMO energy	-9.208	eV
HOMO-LUMO gap	8.4	eV
LUMO	-0.80	eV
structure (SMILES)	O=C[C@H](S)C=S
F_max	2.12	eV/Å

=====

[6]
The following is a DFT calculation (the ωB97M-V functional and the def2-TZVPD basis) of one molecule with the formula C3H4P2 at a distorted geometry.

Last column: natural (NBO) charge in e.
Element x y z (Å)
C (-0.94, 0.52, 0.01)  -0.666
C (-0.54, -0.92, -0.10)  -0.534
P (1.02, -1.51, -0.07)  0.688
C (1.97, -0.08, 0.07)  -1.008
P (2.95, 1.16, 0.00)  0.607
H (-1.93, 0.60, -0.29)  0.219
H (-0.30, 1.31, -0.50)  0.237
H (-1.05, 0.71, 1.00)  0.230
H (-1.19, -1.78, -0.11)  0.227

## Properties
HOMO energy	-8.783	eV
HOMO-LUMO gap	8.2	eV
LUMO	-0.60	eV
structure (SMILES)	C/C=P\C#P
F_max	3.29	eV/Å

=====

[7]
The following is a DFT calculation (the ωB97M-V functional and the def2-TZVPD basis) of a 2-piece molecular cluster, C3H4P2 overall at a distorted geometry.

Last column: natural (NBO) charge in e.
Element x y z (Å)
C (2.25, 0.08, 1.57)  -0.891
P (1.52, -1.41, 1.82)  0.450
P (0.71, 0.42, 0.72)  0.300
H (3.05, 0.57, 1.99)  0.221
H (0.87, 0.00, -0.61)  -0.077
C (-1.61, -0.20, -1.39)  -0.256
C (-2.65, 0.41, -1.32)  -0.216
H (-0.70, -0.86, -1.60)  0.255
H (-3.44, 1.00, -1.17)  0.215

## Properties
HOMO energy	-8.757	eV
HOMO-LUMO gap	8.5	eV
LUMO	-0.30	eV
structure (SMILES)	C1=P#[PH]1.C#C
F_max	4.37	eV/Å

=====

[8]
The following is a DFT calculation (the ωB97M-V functional and the def2-TZVPD basis) of C3H4S as an isolated structure at a distorted geometry.

Last column: Löwdin spin population.
Element x y z (Å)
C (-1.46, -0.02, -0.68)  0.402
C (-0.39, 0.08, 0.07)  0.315
C (1.07, -0.04, 0.38)  0.033
S (-1.94, 0.87, 0.84)  1.023
H (-1.76, -0.42, -2.00)  0.208
H (1.51, -0.69, -0.36)  0.004
H (1.33, -0.60, 1.23)  0.008
H (1.63, 0.83, 0.51)  0.007

## Properties
HOMO energy (spin up / spin down)	-5.103 / -10.429	eV
<S²>	2.011
HOMO-LUMO gap (spin up / spin down)	6.0 / 8.9	eV
LUMO (spin up / spin down)	0.90 / -1.56	eV
2S+1	3
F_max	3.83	eV/Å

=====

[9]
The following is a DFT calculation (the ωB97M-V functional and the def2-TZVPD basis) of a 2-piece molecular cluster, C3H4S2 overall at a distorted geometry.

Last column: natural (NBO) charge in e.
Element x y z (Å)
C (-0.49, 3.29, 0.40)  -0.623
C (0.77, 3.24, 0.03)  -0.056
S (2.29, 2.95, -0.10)  0.158
H (-1.17, 4.07, 0.08)  0.254
H (-0.71, 2.47, 1.16)  0.267
C (1.04, -3.01, -0.32)  -0.428
S (1.35, -1.49, 0.21)  0.076
H (0.88, -3.28, -1.31)  0.171
H (0.90, -3.92, 0.24)  0.180

## Properties
HOMO energy	-8.535	eV
HOMO-LUMO gap	8.0	eV
LUMO	-0.55	eV
structure (SMILES)	C=C=S.C=S
F_max	2.26	eV/Å

=====

[10]
The following is a DFT calculation (the ωB97M-V functional and the def2-TZVPD basis) of C3H4S2 as an isolated structure at a distorted geometry.

Last column: natural (NBO) charge in e.
Element x y z (Å)
C (1.95, -0.45, -0.03)  -0.429
C (0.78, 0.15, 0.01)  -0.380
C (-2.07, 0.29, -0.23)  -0.562
H (2.74, 0.08, 0.54)  0.219
H (2.18, -1.53, 0.28)  0.217
H (0.50, 1.19, -0.40)  0.231
H (-1.92, 1.39, 0.04)  0.222
S (-0.69, -0.68, -0.26)  0.418
S (-3.47, -0.44, 0.04)  0.063

## Properties
HOMO energy	-8.705	eV
HOMO-LUMO gap	8.1	eV
LUMO	-0.57	eV
F_max	5.03	eV/Å

=====

[11]
The following is a DFT calculation (the ωB97M-V functional and the def2-TZVPD basis) of one molecule with the formula C3H4S2 at a distorted geometry.

Last column: natural (NBO) charge in e.
Element x y z (Å)
C (0.03, 0.76, 0.23)  -0.424
C (-0.75, -0.27, -0.11)  0.082
C (-1.69, -1.17, -0.40)  -0.438
S (1.94, 0.88, -0.18)  0.395
S (2.77, -0.81, 0.25)  -0.416
H (-0.39, 1.76, 0.40)  0.237
H (-2.04, -1.50, -1.39)  0.238
H (-2.14, -1.73, 0.43)  0.230
H (2.26, 2.08, 0.77)  0.098

## Properties
HOMO energy	-8.323	eV
HOMO-LUMO gap	8.2	eV
LUMO	-0.11	eV
F_max	2.65	eV/Å

=====

[12]
The following is a DFT calculation (the ωB97M-V functional and the def2-TZVPD basis) of one molecule with the formula C3H4S2 at a distorted geometry.

Last column: natural (NBO) charge in e.
Element x y z (Å)
C (1.25, -0.50, 0.23)  -0.333
C (-1.00, 0.22, -0.13)  -0.663
C (0.43, 0.51, -0.08)  -0.119
S (2.92, -0.48, 0.04)  0.089
S (-1.98, -1.26, 0.04)  -0.061
H (0.79, -1.38, 0.49)  0.215
H (-1.55, 0.59, 0.83)  0.384
H (-1.45, 0.83, -0.92)  0.260
H (0.58, 1.47, -0.50)  0.227

## Properties
HOMO energy (spin up / spin down)	-8.261 / -8.258	eV
HOMO-LUMO gap (spin up / spin down)	4.9 / 4.9	eV
LUMO (spin up / spin down)	-3.40 / -3.40	eV
F_max	4.56	eV/Å

=====

[13]
The following is a DFT calculation (the ωB97M-V functional and the def2-TZVPD basis) of one molecule with the formula C3H4S2 at a distorted geometry.

Last column: natural (NBO) charge in e.
Element x y z (Å)
C (1.68, -0.48, 0.22)  -0.359
C (0.47, -0.47, -0.44)  -0.393
S (-0.20, 1.10, -0.89)  0.403
C (-1.64, 0.94, -0.02)  -0.555
S (-2.09, -0.39, 0.84)  -0.025
H (2.19, -1.39, 0.50)  0.204
H (2.29, 0.35, 0.51)  0.206
H (-0.20, -1.39, -0.71)  0.263
H (-2.50, 1.74, -0.02)  0.256

## Properties
HOMO energy	-8.534	eV
HOMO-LUMO gap	8.4	eV
LUMO	-0.18	eV
structure (SMILES)	C=CSC=S
F_max	3.53	eV/Å

=====

[14]
The following is a DFT calculation (the ωB97M-V functional and the def2-TZVPD basis) of C3H4S2 as an isolated structure at a distorted geometry.

Last column: natural (NBO) charge in e.
Element x y z (Å)
C (0.16, 0.13, -1.76)  -0.083
C (0.54, -0.60, -0.85)  -0.111
C (0.92, -1.68, -0.05)  -0.311
S (2.63, -1.64, 0.55)  0.084
S (-0.01, -3.01, 0.41)  0.069
H (-0.13, 0.96, -2.24)  0.218
H (0.58, 0.28, 2.19)  0.010
H (3.36, -0.59, 0.11)  0.140
H (1.25, 0.45, 1.83)  -0.015

## Properties
HOMO energy	-9.253	eV
HOMO-LUMO gap	7.8	eV
LUMO	-1.41	eV
F_max	6.15	eV/Å

=====

[15]
The following is a DFT calculation (the ωB97M-V functional and the def2-TZVPD basis) of one molecule with the formula C3H4S2 at a distorted geometry.

Last column: natural (NBO) charge in e.
Element x y z (Å)
C (1.21, 0.86, -0.26)  -0.364
C (1.07, -0.41, -0.02)  -0.293
S (-0.40, -1.53, -0.36)  0.275
C (-1.77, -0.54, 0.12)  -0.447
S (-1.77, 0.99, 0.67)  -0.001
H (2.08, 1.15, 0.25)  0.218
H (0.49, 1.46, -0.85)  0.236
H (1.71, -0.96, 0.50)  0.188
H (-2.63, -1.02, -0.06)  0.189

## Properties
HOMO energy	-8.609	eV
HOMO-LUMO gap	8.3	eV
LUMO	-0.27	eV
structure (SMILES)	C=CSC=S
F_max	4.90	eV/Å

=====

[16]
The following is a DFT calculation (the ωB97M-V functional and the def2-TZVPD basis) of one molecule with the formula C3H4S2 at a distorted geometry.

Last column: natural (NBO) charge in e.
Element x y z (Å)
S (-3.20, -0.32, -0.06)  0.018
C (-1.60, -0.21, 0.41)  -0.217
C (-0.47, -0.42, -0.46)  -0.394
C (0.89, -0.01, -0.04)  -0.480
S (0.64, -1.78, 0.02)  0.190
H (-1.49, 0.05, 1.37)  0.186
H (-0.81, -0.28, -1.57)  0.255
H (1.48, 0.45, -0.73)  0.225
H (0.91, 0.57, 0.86)  0.217

## Properties
HOMO energy	-8.924	eV
HOMO-LUMO gap	8.2	eV
LUMO	-0.74	eV
structure (SMILES)	S=C[C@H]1CS1
F_max	4.52	eV/Å

=====

[17]
The following is a DFT calculation (the ωB97M-V functional and the def2-TZVPD basis) of one molecule with the formula C3H4S3 at a distorted geometry.

Last column: natural (NBO) charge in e.
Element x y z (Å)
S (-1.02, 1.64, -0.19)  0.046
C (-0.67, 0.09, 0.20)  -0.312
S (-1.86, -1.11, -0.05)  0.160
C (0.70, -0.51, 0.55)  -0.413
C (1.79, 0.44, 0.93)  -0.466
S (2.00, -0.42, -0.67)  0.180
H (-1.35, -2.12, 0.67)  0.108
H (0.62, -1.46, 1.09)  0.232
H (2.49, 0.26, 1.72)  0.229
H (1.49, 1.45, 0.90)  0.235

## Properties
HOMO energy	-8.928	eV
HOMO-LUMO gap	8.3	eV
LUMO	-0.62	eV
structure (SMILES)	S=C(S)[C@@H]1CS1
F_max	1.35	eV/Å

=====

[18]
The following is a DFT calculation (the ωB97M-V functional and the def2-TZVPD basis) of one molecule with the formula C3H4S3 at a distorted geometry.

Last column: natural (NBO) charge in e.
Element x y z (Å)
S (-1.79, 1.02, -1.26)  0.111
C (-1.57, 0.09, 0.02)  -0.271
C (-0.31, -0.40, 0.64)  -0.371
S (0.83, 0.83, 1.38)  0.172
C (1.05, -0.39, 0.11)  -0.428
S (1.48, 0.12, -1.61)  -0.001
H (-2.33, -0.42, 0.42)  0.178
H (-0.63, -1.11, 1.38)  0.235
H (1.73, -1.15, 0.35)  0.240
H (1.54, 1.40, -1.43)  0.134

## Properties
HOMO energy	-8.509	eV
HOMO-LUMO gap	7.8	eV
LUMO	-0.74	eV
structure (SMILES)	S=C[C@@H]1S[C@@H]1S
F_max	3.98	eV/Å

=====

[19]
The following is a DFT calculation (the ωB97M-V functional and the def2-TZVPD basis) of a 2-piece molecular cluster, C3H4S3 overall at a distorted geometry.

Last column: natural (NBO) charge in e.
Element x y z (Å)
C (-1.10, -2.17, 1.29)  -0.384
C (0.34, 0.34, -1.01)  -0.284
C (0.57, 1.52, -0.14)  -0.687
S (-2.63, -1.76, 1.33)  0.127
S (0.31, -2.70, 1.28)  0.258
S (1.38, -0.63, -1.66)  0.076
H (-0.68, 0.09, -1.29)  0.191
H (-0.36, 1.83, 0.15)  0.216
H (1.11, 2.29, -0.73)  0.246
H (1.05, 1.19, 0.79)  0.241

## Properties
HOMO energy	-8.603	eV
HOMO-LUMO gap	8.3	eV
LUMO	-0.30	eV
F_max	3.17	eV/Å

=====

[20]
The following is a DFT calculation (the ωB97M-V functional and the def2-TZVPD basis) of C3H4S3 as an isolated structure at a distorted geometry.

Last column: natural (NBO) charge in e.
Element x y z (Å)
C (0.45, -1.74, -1.96)  -0.295
C (-0.30, -1.40, -1.11)  -0.243
C (-0.04, 0.74, 0.63)  -0.527
S (1.49, 1.33, 0.46)  0.050
S (-1.40, 1.44, -0.14)  0.140
S (-0.69, -0.09, 2.12)  0.007
H (1.39, -1.82, -2.38)  0.231
H (-0.74, -1.29, 0.25)  0.261
H (-0.65, 2.44, -0.77)  0.165
H (0.49, 0.39, 2.90)  0.210

## Properties
HOMO energy	-9.120	eV
HOMO-LUMO gap	8.1	eV
LUMO	-1.06	eV
F_max	7.97	eV/Å

=====

Relative energy (zero: lowest compared OMol25 entry of this formula, charge and spin): 2.329, 2.047, 1.447, 2.735, 1.910, 0.855, 2.739, 1.878, 2.384, 2.377, 3.149, 3.848, 1.319, 3.500, 1.538, 1.180, 1.192, 1.996, 1.256, 5.706 (eV)